Density functional theory data (the ωB97M-V functional and the def2-TZVPD basis) for a 2-piece molecular cluster, C4H12N2 overall.

Geometry as XYZ:
```
18
Properties=species:S:1:pos:R:3:nbo_charge:R:1
C -0.3959 -2.1814 -1.6000 -0.481
C -0.9547 -0.8766 -1.6656 -0.133
C -0.1090 0.2839 -1.8780 -0.718
H -0.9919 -2.9345 -2.0609 0.201
H 0.5532 -2.4235 -0.9763 0.201
H -2.0466 -0.6539 -1.4211 0.213
H 0.4615 0.5456 -0.9348 0.236
H 0.8366 -0.0956 -2.3341 0.230
H -0.4502 1.3215 -2.2019 0.242
N -0.4284 -0.2532 1.7785 -0.868
C 0.7179 0.6860 1.6446 -0.037
N 0.3919 2.0585 1.4701 -0.902
H -0.8590 -0.0451 2.7250 0.372
H 0.0223 -1.2342 1.5820 0.386
H 1.3789 0.4834 2.5524 0.120
H 1.4413 0.3839 0.9173 0.155
H 1.0856 2.6869 1.0346 0.391
H -0.6533 2.2481 1.3681 0.391
```

Values from the calculation:
E_HOMO: -8.1 eV
Energy relative to the best compared isomer or geometry (same formula, charge and spin): 396.77 kJ/mol
Strongest force on any atom: 0.087 hartree/bohr
Molecular weight: 88.154 g/mol
Structure (SMILES): C=CC.NCN
LUMO level: 0.882 eV